one) The following is a DFT calculation (the ωB97M-V functional and the def2-TZVPD basis) of 2 unconnected molecules or ions with the total composition C2H5N3S2.

Results
- orbital gap (eV) = 8.40
- M (g mol⁻¹) = 135.22
- E_HOMO (hartree) = -0.331
- SMILES string = C1=NN=CSS1.N

Cartesian coordinates (Å):
C -1.772 0.850 1.678
N -0.866 -0.021 1.820
N -0.237 -0.636 0.833
C -0.704 -0.917 -0.307
S -2.303 -0.242 -0.847
S -2.102 1.591 0.118
H -2.345 1.203 2.537
H -0.265 -1.745 -0.874
N 2.551 -0.011 -1.410
H 2.938 -0.912 -1.592
H 1.910 0.096 -0.590
H 3.195 0.746 -1.366

---

two) The following is a DFT calculation (the ωB97M-V functional and the def2-TZVPD basis) of 2 unconnected molecules or ions with the total composition C2H5N3S2.

Results
- orbital gap (spin up / spin down) (eV) = 7.93 / 6.77
- M (g mol⁻¹) = 135.22
- E_HOMO (spin up / spin down) (hartree) = -0.311 / -0.290

Cartesian coordinates (Å):
C -1.069 -1.796 0.683
C 0.198 -1.671 0.932
N -2.245 -2.051 0.568
N 1.915 0.914 -1.160
N 0.142 2.408 -0.417
S -1.252 3.178 -0.010
S 0.386 0.855 -0.893
H 0.542 -1.074 1.755
H 0.935 -2.203 0.361
H -2.875 -1.519 -0.013
H 2.312 0.019 -1.397
H 1.011 2.940 -0.410

---

It is one) that is the most stable of them.

---

one) The following is a DFT calculation (the ωB97M-V functional and the def2-TZVPD basis) of a gas-phase ion, C3H12N2P (charge +1).

Results
- orbital gap (eV) = 10.97
- M (g mol⁻¹) = 107.12
- charge = +1
- E_HOMO (hartree) = -0.529
- SMILES string = C=[N+](C)[PH3]NC

Cartesian coordinates (Å):
C -1.358 1.859 -0.523
N -1.119 0.666 -0.206
C -2.178 -0.192 0.303
P 0.697 -0.283 -0.909
N 1.013 -1.036 0.508
C 2.367 -0.675 0.972
H -0.501 2.564 -0.887
H -2.379 2.324 -0.508
H -2.064 -1.232 0.358
H -2.334 0.140 1.271
H -3.253 0.035 -0.059
H -0.408 -0.835 -1.620
H 1.692 -0.777 -1.766
H 1.156 1.039 -0.928
H 0.696 -1.862 0.652
H 3.084 -0.855 0.203
H 2.407 0.436 1.256
H 2.481 -1.316 1.882

---

two) The following is a DFT calculation (the ωB97M-V functional and the def2-TZVPD basis) of a gas-phase ion, C3H12N2P (charge +1).

Results
- orbital gap (eV) = 10.94
- M (g mol⁻¹) = 107.12
- charge = +1
- E_HOMO (hartree) = -0.505
- SMILES string = CP(C)(=[NH2+])CN

Cartesian coordinates (Å):
C -0.141 1.961 -0.482
P 0.272 0.317 -0.111
C 0.818 0.139 1.776
N 1.487 -0.405 -0.915
C -1.330 -0.597 -0.395
N -0.956 -2.040 -0.492
H -0.064 2.048 -1.586
H 0.500 2.850 -0.037
H -1.182 2.398 -0.334
H 1.215 -0.814 1.837
H -0.057 0.284 2.487
H 1.480 0.913 2.232
H 2.429 -0.023 -1.117
H 1.188 -1.239 -1.321
H -1.588 -0.240 -1.332
H -1.953 -0.499 0.432
H -1.502 -2.686 -1.047
H -0.617 -2.366 0.406

---

It is two) that is the most stable of them.

---

one) The following is a DFT calculation (the ωB97M-V functional and the def2-TZVPD basis) of a single C8H13N3O molecule.

Results
- orbital gap (eV) = 9.63
- M (g mol⁻¹) = 167.21
- E_HOMO (hartree) = -0.322
- SMILES string = CCc1ncc(COC)c(N)n1

Cartesian coordinates (Å):
C -0.904 3.081 -2.736
C -0.557 3.107 -1.214
C -0.520 1.748 -0.585
N -1.378 1.448 0.397
C -1.297 0.232 0.950
C -0.370 -0.710 0.562
C -0.254 -2.051 1.246
O 1.120 -2.110 1.667
C 1.362 -3.131 2.612
C 0.412 -0.342 -0.499
N 1.369 -1.087 -1.066
N 0.295 0.806 -1.103
H -0.986 4.076 -3.150
H -0.143 2.505 -3.271
H -1.886 2.571 -2.813
H 0.370 3.617 -0.980
H -1.320 3.716 -0.705
H -2.017 -0.118 1.701
H -0.507 -2.835 0.515
H -0.961 -2.147 2.073
H 2.458 -3.125 2.714
H 0.923 -2.896 3.580
H 0.996 -4.083 2.246
H 1.927 -0.598 -1.743
H 1.867 -1.676 -0.399

---

two) The following is a DFT calculation (the ωB97M-V functional and the def2-TZVPD basis) of 2 unconnected molecules or ions with the total composition C8H13N3O.

Results
- orbital gap (eV) = 8.97
- M (g mol⁻¹) = 167.21
- E_HOMO (hartree) = -0.309

Cartesian coordinates (Å):
C 0.150 -1.855 3.020
C -1.150 -0.742 1.722
C -2.775 -1.965 -0.294
C -1.734 -2.586 0.272
C 2.410 1.451 -0.856
C 0.349 2.971 -1.630
C 0.075 0.495 -1.343
C 0.871 1.673 -0.846
N -0.539 -0.643 2.891
N -0.185 -2.653 2.040
N -0.924 -1.958 1.196
O 0.694 -0.648 -1.354
H 0.812 -2.190 3.814
H -1.639 -0.082 1.142
H -3.175 -0.918 0.049
H -3.290 -2.319 -1.123
H 2.695 0.858 -0.047
H 2.980 2.395 -0.601
H 2.798 1.095 -1.818
H -0.737 2.936 -1.525
H 0.724 3.894 -1.077
H 0.732 3.007 -2.643
H -1.362 -3.474 -0.193
H 0.571 1.892 0.221
H 1.650 -0.633 -1.018

---

It is one) that is the most stable of them.

---

one) The following is a DFT calculation (the ωB97M-V functional and the def2-TZVPD basis) of a molecular structure, C2H4N2O3.

Results
- orbital gap (eV) = 9.55
- M (g mol⁻¹) = 104.06
- E_HOMO (hartree) = -0.340

Cartesian coordinates (Å):
C 0.145 0.463 -0.326
C -1.426 -0.730 0.154
H 2.532 -0.706 -0.582
H 1.489 1.687 0.327
H -2.179 -1.312 -0.288
H -1.156 -0.826 1.403
N 1.404 0.771 -0.429
N -0.814 1.297 -0.105
O 2.214 -0.289 0.423
O -1.965 0.529 0.083
O -0.243 -0.885 -0.660

---

two) The following is a DFT calculation (the ωB97M-V functional and the def2-TZVPD basis) of 2 unconnected molecules or ions with the total composition C2H4N2O3.

Results
- orbital gap (eV) = 10.05
- M (g mol⁻¹) = 104.06
- E_HOMO (hartree) = -0.373
- SMILES string = CN=C=O.O=NO

Cartesian coordinates (Å):
C 0.013 1.847 -0.137
N -0.019 0.870 0.818
C 0.157 -0.258 1.170
O 0.233 -1.174 1.891
H 0.333 2.821 0.263
H -0.926 1.921 -0.686
H 0.834 1.687 -0.923
O 0.380 -1.218 -1.796
N -0.143 -1.376 -0.772
O -0.189 -2.668 -0.306
H -0.673 -2.453 0.478

---

three) The following is a DFT calculation (the ωB97M-V functional and the def2-TZVPD basis) of 2 unconnected molecules or ions with the total composition C2H4N2O3.

Results
- orbital gap (eV) = 10.40
- M (g mol⁻¹) = 104.06
- E_HOMO (hartree) = -0.384
- SMILES string = N#[N+][O-].CC(=O)O

Cartesian coordinates (Å):
N 0.935 0.011 1.969
N 0.744 1.116 1.856
O 0.263 2.044 1.325
C -0.843 0.421 -0.948
C 0.371 -0.589 -0.353
O 1.492 -0.499 -0.766
O -0.180 -1.740 0.062
H -1.237 -0.251 -1.709
H -1.609 0.571 -0.201
H -0.446 1.334 -1.376
H 0.512 -2.417 0.141

---

It is three) that is the most stable of them.